No. 1
72
Properties=species:S:1:pos:R:3:forces:R:3 method="wB97M-V/def2-TZVPD" multiplicity=2 energy_ha=-5911.966283 total_charge=-1 homo_lumo_gap_ha="0.168 / 0.164" e_lumo_ev="1.8 / 1.8"
Sc -0.493 -0.383 -0.242 0.455 1.101 0.447
C 2.610 0.983 3.351 -0.144 0.015 0.059
C 1.306 0.427 3.939 0.164 -0.084 -0.156
C 1.440 -1.087 4.134 -0.116 0.159 0.060
C 0.112 0.814 3.073 -0.107 0.076 0.225
C -1.016 -0.001 2.948 -0.072 0.186 0.108
C -2.125 0.403 2.209 0.029 0.154 0.203
C -2.174 1.671 1.622 -0.024 0.135 0.222
C -3.459 2.200 1.049 0.076 -0.096 0.019
C -1.043 2.472 1.731 -0.036 0.079 0.195
C 0.077 2.047 2.428 -0.140 0.056 0.125
H 3.473 0.520 3.830 0.013 0.001 -0.005
H 2.694 2.060 3.497 0.025 0.024 -0.069
H 2.657 0.776 2.280 0.111 -0.016 -0.025
H 1.150 0.884 4.925 0.019 -0.017 -0.033
H 1.441 -1.582 3.166 0.073 -0.081 0.043
H 0.623 -1.490 4.733 -0.012 -0.067 -0.009
H 2.375 -1.313 4.650 -0.010 0.010 0.039
H -1.063 -0.947 3.469 0.091 -0.098 -0.156
H -3.009 -0.227 2.187 0.054 -0.079 -0.083
H -4.169 2.376 1.862 -0.034 -0.001 -0.006
H -3.916 1.486 0.366 -0.056 0.057 -0.035
H -3.300 3.138 0.524 -0.011 0.021 0.013
H -1.043 3.461 1.289 -0.014 -0.030 -0.085
H 0.923 2.718 2.486 0.050 -0.046 -0.042
Cl -1.603 2.559 -1.543 -0.362 0.499 -0.059
C 0.054 2.996 -1.785 0.287 -0.923 0.328
C 0.978 2.104 -1.283 0.637 -0.171 0.957
C 2.439 2.188 -1.655 -12.962 12.966 -1.647
Cl 3.369 1.164 -1.454 7.864 -0.664 -3.647
C 2.703 3.508 -2.384 0.890 -2.154 0.238
Cl 4.288 3.505 -3.102 0.439 1.502 -0.596
C 1.750 4.360 -2.846 -0.567 0.003 0.101
Cl 2.147 5.686 -3.883 0.174 0.037 0.025
C 0.402 4.124 -2.540 -0.009 0.345 -0.325
Cl -0.817 5.183 -3.131 -0.231 0.117 -0.001
F -0.430 -4.271 2.319 0.287 0.103 -0.112
C -0.745 -3.775 1.109 -0.135 0.455 0.144
F -1.195 -4.796 0.370 0.223 0.093 -0.165
F -1.754 -2.909 1.283 -0.241 -0.353 0.026
S 0.653 -2.735 0.286 0.052 -2.060 0.596
O 3.375 -2.542 0.980 -0.160 -0.236 0.266
O -0.119 -2.421 -0.963 -0.275 0.437 -0.394
O 0.411 -1.546 1.192 0.084 -0.004 0.396
O 0.608 1.149 -0.406 -0.307 1.085 -1.140
N 2.478 -1.015 -0.463 2.547 -3.982 2.805
C 2.688 0.093 -1.014 -9.147 -8.455 4.547
C 4.518 1.196 -0.653 8.497 3.053 5.646
C 5.332 0.621 0.288 -2.399 -2.544 -0.329
C 4.784 -0.621 0.709 0.078 -0.517 -0.079
C 3.527 -1.333 0.346 0.820 0.171 -0.108
H 3.587 0.530 -2.505 0.295 -3.788 -4.508
H 3.944 1.780 -2.290 4.512 3.703 -3.201
H 6.243 1.031 0.693 -0.100 0.151 0.248
H 5.357 -1.172 1.452 -0.058 0.008 0.094
H 4.058 -2.643 1.650 -0.012 0.150 -0.044
O -0.986 -0.298 -2.334 0.044 -0.334 -0.047
C -2.089 -0.778 -2.012 -0.291 0.165 -0.931
N -2.590 -0.579 -0.788 -0.870 -0.327 -0.220
S -4.113 -1.216 -0.689 -0.620 0.023 0.368
O -4.258 -2.094 0.433 0.272 -0.213 -0.121
O -5.086 -0.163 -0.791 0.106 0.049 -0.240
C -4.050 -2.082 -2.252 0.551 0.329 0.083
C -4.897 -2.995 -2.842 -0.201 0.013 0.194
C -4.544 -3.483 -4.095 0.044 0.039 0.049
C -3.375 -3.068 -4.727 0.015 0.038 -0.067
C -2.528 -2.149 -4.123 -0.046 0.043 0.095
C -2.892 -1.664 -2.880 -0.049 -0.241 -0.186
H -5.792 -3.328 -2.336 -0.038 -0.023 -0.026
H -5.181 -4.209 -4.583 -0.026 -0.010 0.006
H -3.121 -3.472 -5.697 -0.002 -0.023 -0.011
H -1.599 -1.824 -4.569 0.002 -0.017 -0.063


No. 2
58
Properties=species:S:1:pos:R:3:forces:R:3 method="wB97M-V/def2-TZVPD" multiplicity=2 energy_ha=-2237.890582 total_charge=+1 homo_lumo_gap_ha="0.237 / 0.247" e_lumo_ev="-3.8 / -4.7"
Hg 0.322 2.019 -1.226 -0.390 -0.758 0.194
Cl -1.994 2.567 1.213 -0.021 0.131 0.165
C -3.294 1.720 0.440 -0.236 -0.588 -0.377
C -4.550 2.296 0.388 0.149 0.098 0.052
C -5.572 1.623 -0.263 -0.100 -0.044 -0.009
C -5.348 0.383 -0.838 -0.072 -0.036 -0.058
C -4.091 -0.196 -0.780 0.137 0.043 0.172
C -3.045 0.461 -0.135 0.145 0.536 0.070
P -1.333 -0.139 -0.174 0.088 0.147 -0.085
C -1.407 -1.678 -1.132 0.148 0.209 -0.046
C -1.464 -2.937 -0.542 -0.039 0.077 -0.039
C -1.485 -4.067 -1.348 0.020 -0.041 0.061
C -1.437 -3.945 -2.729 0.000 -0.030 -0.007
C -1.370 -2.689 -3.319 0.011 0.042 -0.029
C -1.351 -1.557 -2.521 0.010 -0.040 0.079
C -0.936 -0.624 1.526 0.064 0.147 -0.113
C -1.916 -0.887 2.478 0.067 -0.060 -0.068
C -1.541 -1.252 3.762 -0.064 -0.016 0.061
C -0.198 -1.361 4.095 -0.015 0.000 -0.007
C 0.779 -1.087 3.149 0.065 0.010 0.009
C 0.413 -0.706 1.868 -0.108 0.016 0.063
H -4.719 3.266 0.834 0.006 -0.004 0.016
H -6.553 2.076 -0.322 -0.005 0.009 0.019
H -6.153 -0.133 -1.344 -0.010 -0.003 0.013
H -3.909 -1.164 -1.229 -0.046 0.016 -0.036
H -1.499 -3.031 0.536 0.024 -0.029 0.000
H -1.531 -5.046 -0.889 -0.009 -0.009 -0.022
H -1.447 -4.832 -3.348 0.000 -0.002 -0.004
H -1.318 -2.591 -4.395 -0.028 -0.018 -0.005
H -1.288 -0.569 -2.967 0.011 -0.031 -0.059
H -2.964 -0.812 2.215 -0.009 0.017 0.028
H -2.301 -1.451 4.506 0.001 -0.021 -0.004
H 0.086 -1.654 5.097 0.005 0.012 0.006
H 1.827 -1.156 3.410 -0.003 -0.013 0.015
H 1.171 -0.457 1.138 0.052 -0.038 -0.041
C 3.994 -2.637 -2.117 -0.142 0.034 0.001
C 4.947 -1.690 -1.756 0.085 -0.049 -0.005
C 4.564 -0.464 -1.252 -0.126 0.190 0.077
C 3.202 -0.165 -1.127 0.671 -0.802 -0.168
C 2.253 -1.106 -1.525 -0.021 0.353 0.207
C 2.642 -2.343 -1.999 0.071 -0.121 -0.070
N 2.717 1.020 -0.561 -0.952 0.088 -0.365
N 3.515 1.809 -0.060 0.926 -0.571 -0.149
C 2.940 2.958 0.494 -0.424 0.824 0.344
C 3.811 3.920 0.991 -0.167 -0.216 -0.122
C 3.272 5.065 1.552 -0.105 0.064 0.023
C 1.894 5.204 1.605 0.050 -0.096 0.021
C 1.105 4.193 1.069 -0.071 0.273 0.246
N 1.609 3.094 0.525 0.338 0.244 0.037
H 4.303 -3.603 -2.492 0.031 0.005 0.004
H 5.998 -1.925 -1.857 0.005 0.026 0.003
H 5.296 0.272 -0.948 0.029 -0.019 -0.004
H 1.206 -0.860 -1.428 -0.113 -0.010 -0.005
H 1.891 -3.076 -2.262 0.016 0.025 -0.052
H 4.876 3.759 0.915 -0.007 -0.054 0.029
H 3.917 5.840 1.943 0.009 -0.002 0.010
H 1.435 6.073 2.052 -0.031 -0.005 -0.034
H 0.023 4.266 1.087 0.077 0.089 -0.041


No. 3
60
Properties=species:S:1:pos:R:3:forces:R:3 method="wB97M-V/def2-TZVPD" multiplicity=5 energy_ha=-2889.974866 total_charge=+1 homo_lumo_gap_ha="0.148 / 0.262" e_lumo_ev="-2.9 / -2.8"
Cr -0.202 0.001 0.719 0.676 -0.210 -0.588
C 0.187 -1.367 3.327 0.119 -0.110 0.093
N -0.301 -0.054 2.860 0.030 -0.025 0.013
C 0.369 1.159 3.375 0.136 0.095 0.075
C 0.134 2.237 2.359 -0.370 0.170 -0.168
N -0.265 1.947 1.132 0.061 0.446 0.475
C -0.455 3.157 0.477 0.022 0.354 0.045
C -0.901 3.433 -0.811 -0.005 -0.015 -0.136
C -1.028 4.763 -1.160 -0.038 -0.147 -0.043
C -0.723 5.793 -0.263 0.066 0.035 0.145
C -0.284 5.529 1.021 0.047 0.153 0.009
C -0.158 4.193 1.370 -0.168 -0.166 -0.327
N 0.197 3.567 2.558 0.239 -0.156 0.158
C -0.074 -2.359 2.234 -0.219 -0.128 -0.230
N -0.392 -1.982 1.008 0.020 -0.239 0.443
C -0.556 -3.144 0.264 -0.035 -0.347 0.031
C -0.911 -3.330 -1.068 -0.011 0.035 -0.119
C -1.022 -4.632 -1.514 -0.007 0.134 -0.024
C -0.785 -5.723 -0.668 0.047 -0.042 0.134
C -0.435 -5.550 0.658 0.041 -0.147 -0.034
C -0.330 -4.241 1.103 -0.097 0.184 -0.281
N -0.039 -3.700 2.348 0.173 0.152 0.191
H -0.291 -1.685 4.257 -0.009 0.047 0.013
H 1.259 -1.301 3.516 -0.001 -0.001 -0.047
H -1.287 0.019 3.097 -0.080 -0.024 -0.080
H 1.437 0.965 3.479 -0.001 -0.025 -0.085
H -0.011 1.460 4.354 -0.011 -0.009 0.007
H -1.139 2.641 -1.508 0.009 0.005 0.033
H -1.383 5.015 -2.151 0.036 0.004 -0.002
H -0.835 6.821 -0.581 -0.004 -0.003 0.014
H -0.053 6.326 1.715 -0.009 -0.004 -0.014
H 0.529 4.028 3.388 -0.044 -0.028 0.046
H -1.094 -2.490 -1.724 0.013 0.004 0.025
H -1.299 -4.815 -2.543 0.015 0.004 -0.002
H -0.875 -6.726 -1.063 -0.003 0.002 0.008
H -0.245 -6.395 1.306 -0.029 0.011 0.003
H 0.225 -4.216 3.171 -0.038 0.009 0.013
S 1.043 0.188 -3.534 -0.049 0.016 -0.050
C -0.717 0.173 -3.531 -0.012 -0.010 0.070
C -1.575 0.200 -4.614 0.039 0.004 0.116
C -2.947 0.185 -4.378 -0.030 0.000 -0.074
C -3.440 0.146 -3.079 -0.092 -0.015 -0.055
C -2.584 0.116 -1.989 0.299 0.000 0.072
C -1.202 0.124 -2.210 -0.174 0.013 -0.150
N -0.223 0.093 -1.253 -0.626 0.012 0.149
C 1.037 0.126 -1.794 0.662 -0.055 0.121
C 2.145 0.039 -0.923 -0.433 0.035 -0.318
C 3.492 0.010 -1.342 0.000 0.023 0.048
C 4.501 -0.128 -0.409 -0.088 -0.004 0.009
C 4.197 -0.246 0.944 0.153 -0.028 0.049
C 2.860 -0.219 1.360 -0.139 0.097 0.070
C 1.825 -0.060 0.462 -0.060 -0.115 0.222
H -1.183 0.232 -5.622 -0.032 0.005 -0.014
H -3.632 0.204 -5.215 0.001 0.004 0.014
H -4.510 0.136 -2.920 0.016 0.006 0.022
H -2.961 0.088 -0.971 -0.092 -0.008 -0.054
H 3.714 0.092 -2.399 0.084 -0.009 0.022
H 5.534 -0.155 -0.730 -0.006 0.012 -0.014
H 4.984 -0.362 1.678 0.007 -0.008 -0.028
H 2.680 -0.324 2.427 0.000 0.009 -0.019


No. 4
76
Properties=species:S:1:pos:R:3:forces:R:3 method="wB97M-V/def2-TZVPD" multiplicity=2 energy_ha=-8069.225499 total_charge=0 homo_lumo_gap_ha="0.205 / 0.131" e_lumo_ev="-1.9 / -3.9"
Tl 0.991 0.605 0.621 -0.383 -0.566 0.280
Cl 6.813 4.616 -0.628 -0.003 -0.004 -0.001
C 5.410 3.924 0.055 0.029 0.024 0.024
C 5.120 4.189 1.384 -0.022 -0.034 -0.033
C 3.987 3.666 1.973 -0.057 0.034 0.180
I 3.538 4.039 3.948 0.035 -0.017 -0.115
C 3.079 2.835 1.227 0.012 -0.063 0.014
O 2.018 2.408 1.710 0.040 0.156 -0.011
C 3.445 2.516 -0.159 0.082 -0.039 -0.043
N 2.630 1.678 -0.810 -0.087 0.203 -0.041
C 2.875 1.392 -2.077 0.048 -0.049 -0.011
C 3.962 1.940 -2.764 -0.008 -0.018 0.040
C 4.822 2.777 -2.102 0.028 0.003 -0.012
C 4.576 3.082 -0.753 -0.012 -0.042 0.001
H 5.792 4.812 1.957 0.013 0.004 -0.014
H 2.198 0.692 -2.548 -0.021 0.040 0.009
H 4.115 1.683 -3.802 0.015 -0.001 -0.002
H 5.683 3.200 -2.601 0.002 -0.004 -0.001
O -0.483 0.859 7.268 0.006 -0.017 0.016
C -0.259 0.856 5.940 0.006 -0.022 -0.046
C -0.264 2.013 5.163 -0.018 0.020 0.005
C -0.012 1.889 3.815 -0.075 0.036 -0.050
N 0.220 0.725 3.202 0.254 -0.117 0.075
C 0.203 -0.365 3.961 -0.022 -0.037 -0.011
Br 0.511 -2.026 3.127 0.088 0.008 -0.025
C -0.020 -0.363 5.325 -0.038 0.009 0.059
H -0.634 1.757 7.581 -0.005 0.011 -0.005
H -0.459 2.984 5.599 0.008 0.003 -0.009
H -0.001 2.769 3.184 0.032 0.002 0.009
H -0.008 -1.278 5.899 0.002 -0.006 -0.010
Cl -2.613 0.472 -3.226 0.032 0.017 -0.028
C -0.868 0.409 -3.081 -0.022 -0.069 -0.101
Cl -0.311 1.910 -2.305 0.029 0.008 -0.013
Cl -0.123 0.340 -4.708 0.022 -0.003 -0.015
C -0.406 -0.932 -2.384 0.083 0.054 0.254
O -1.172 -1.862 -2.470 0.053 -0.096 0.015
O 0.783 -0.921 -1.881 -0.117 0.122 -0.273
C -9.487 -0.257 -2.999 -0.009 -0.003 -0.022
C -8.123 -0.028 -2.402 0.009 -0.023 0.069
O -7.190 0.433 -2.992 -0.002 0.001 -0.026
S -8.050 -0.556 -0.682 0.012 0.024 0.003
C -6.327 -0.324 -0.343 -0.044 -0.016 -0.042
C -5.540 -1.430 -0.047 0.016 0.017 -0.004
C -4.187 -1.269 0.202 0.015 -0.006 0.007
C -3.616 0.000 0.139 -0.011 -0.009 0.019
C -4.415 1.108 -0.145 -0.020 0.007 0.016
C -5.768 0.948 -0.376 0.028 -0.006 0.022
C -2.205 0.169 0.319 0.011 -0.048 -0.060
C -1.012 0.306 0.409 -0.177 0.279 -0.085
H -9.616 0.396 -3.859 0.005 0.010 0.008
H -10.274 -0.086 -2.266 -0.004 -0.004 -0.002
H -9.549 -1.295 -3.330 0.003 -0.001 0.002
H -5.985 -2.416 -0.024 0.002 -0.003 -0.009
H -3.563 -2.124 0.423 -0.001 -0.006 -0.016
H -3.965 2.091 -0.192 0.006 -0.003 -0.009
H -6.389 1.805 -0.598 0.000 -0.002 -0.014
F 2.620 -0.474 1.076 0.101 0.351 0.054
Sb 3.871 -3.082 1.498 0.173 -0.412 0.115
F 2.687 -4.260 -1.727 -0.099 0.023 -0.020
F 2.629 -4.507 2.284 -0.109 0.099 0.021
F 5.386 -1.861 0.895 -0.023 0.104 -0.030
F 4.322 -2.633 3.302 -0.030 0.090 -0.005
F 5.168 -4.481 1.296 -0.066 -0.010 0.037
C 1.398 -3.086 -3.524 -0.067 0.222 0.081
P 1.864 -2.867 -1.794 0.567 -0.589 -0.071
C 3.301 -1.800 -1.607 -0.198 0.105 -0.077
C 0.708 -3.304 -0.491 -0.058 0.148 -0.055
H 2.138 -3.761 -3.949 -0.006 0.027 -0.002
H 1.405 -2.137 -4.055 -0.046 0.016 0.003
H 0.410 -3.528 -3.603 -0.098 -0.031 0.025
H 4.129 -2.400 -1.238 0.021 0.063 -0.083
H 3.129 -0.988 -0.908 0.070 -0.125 -0.001
H 3.538 -1.415 -2.601 -0.021 0.029 -0.027
H 1.131 -4.126 0.084 0.059 0.032 0.001
H -0.222 -3.592 -0.981 -0.005 0.022 0.022
H 0.508 -2.462 0.160 -0.034 0.077 0.042